{"formula": "C39H48BrIN5NaO2", "method": "ωB97M-V/def2-TZVPD", "homo_ev": -8.375, "homo_lumo_gap_ha": 0.3161, "energy_ha": -4973.3236, "e_lumo_ev": 0.23, "charge": 0, "fmax_ha_per_bohr": 0.0201, "symbols": ["Na", "C", "C", "C", "C", "C", "C", "C", "C", "C", "C", "C", "C", "H", "H", "H", "H", "H", "H", "H", "H", "H", "H", "H", "H", "H", "H", "H", "H", "H", "H", "C", "C", "N", "C", "C", "N", "C", "C", "N", "H", "H", "H", "H", "H", "H", "H", "H", "H", "H", "H", "H", "H", "H", "H", "O", "C", "N", "C", "C", "O", "N", "C", "C", "C", "C", "C", "C", "C", "C", "C", "C", "C", "C", "H", "H", "H", "H", "H", "H", "H", "H", "H", "H", "H", "Br", "C", "C", "C", "C", "C", "C", "I", "H", "H", "H", "H"], "coordinates": [[1.185970, 0.064886, 0.495292], [-2.039674, -0.520419, 2.858749], [-0.565250, -0.322862, 3.116121], [0.235506, -1.430530, 3.419787], [-0.347495, -2.821761, 3.337001], [1.571959, -1.254805, 3.793596], [2.355877, -2.440528, 4.313309], [2.154900, 0.016351, 3.725629], [3.624530, 0.206891, 4.029804], [1.370731, 1.118362, 3.365085], [1.959142, 2.507379, 3.296653], [0.007221, 0.954187, 3.083605], [-0.815960, 2.175561, 2.754740], [-2.247823, -0.699214, 1.800092], [-2.615905, 0.349278, 3.167378], [-2.423115, -1.370835, 3.420179], [-0.807231, -3.136877, 4.278749], [0.417275, -3.555139, 3.085050], [-1.113834, -2.876481, 2.566154], [2.897845, -2.982454, 3.530239], [1.694637, -3.160634, 4.790661], [3.083979, -2.135926, 5.062264], [3.779676, 0.676821, 5.004692], [4.101116, 0.846337, 3.286369], [4.170764, -0.734108, 4.036806], [2.026538, 2.852128, 2.260030], [2.949633, 2.562581, 3.739043], [1.327357, 3.222508, 3.824732], [-1.053164, 2.741743, 3.661014], [-1.753740, 1.926567, 2.266614], [-0.270814, 2.844290, 2.089472], [4.871714, -0.865595, 0.794731], [4.480169, 0.498618, 0.194624], [3.234759, 0.407832, -0.544719], [3.237825, -0.518188, -1.675623], [1.909203, -1.256161, -1.795809], [1.576245, -2.026316, -0.595096], [2.404707, -3.198266, -0.361412], [3.569161, -2.997359, 0.668434], [3.734774, -1.664453, 1.203130], [5.558710, -0.682349, 1.628717], [5.445775, -1.433076, 0.058213], [5.325943, 0.865911, -0.406938], [4.323298, 1.223238, 0.998499], [2.903197, 1.324474, -0.822817], [4.039557, -1.246511, -1.541001], [3.439907, -0.012848, -2.626650], [1.943202, -1.892902, -2.691919], [1.106449, -0.528832, -1.948866], [0.599731, -2.288484, -0.650266], [2.827068, -3.563543, -1.307489], [1.757500, -3.993349, 0.011952], [4.502193, -3.317215, 0.192150], [3.403740, -3.695306, 1.493735], [3.526757, -1.597567, 2.183363], [0.778056, 2.147422, -0.186109], [-0.397982, 1.822782, -0.417621], [-1.369361, 2.702561, -0.804997], [-2.662607, 2.055407, -0.834379], [-2.203182, 0.580341, -0.573818], [-2.980274, -0.358962, -0.580891], [-0.878339, 0.549623, -0.312143], [-3.355410, 2.152213, -2.187957], [-4.656378, 1.672177, -2.332847], [-5.289889, 1.726062, -3.562501], [-4.637079, 2.260641, -4.667268], [-3.341007, 2.727728, -4.532808], [-2.702359, 2.668728, -3.299281], [-3.573080, 2.578833, 0.278516], [-4.290129, 1.736582, 1.120255], [-5.093004, 2.265115, 2.124731], [-5.194560, 3.635708, 2.297471], [-4.494439, 4.483388, 1.448888], [-3.695976, 3.956326, 0.447669], [-1.222296, 3.692506, -0.721189], [-5.167876, 1.248821, -1.479070], [-6.298918, 1.346397, -3.660796], [-5.135249, 2.301082, -5.627310], [-2.811744, 3.124134, -5.389886], [-1.676854, 3.002402, -3.206439], [-4.217201, 0.665629, 0.988620], [-5.640008, 1.594647, 2.775806], [-5.818133, 4.043785, 3.082388], [-4.573829, 5.556844, 1.564241], [-3.174100, 4.634936, -0.217986], [1.500102, -0.131747, -5.579070], [0.665532, -1.828668, -5.616353], [1.332245, -2.854752, -6.274144], [0.778127, -4.122277, -6.322401], [-0.443792, -4.365335, -5.711997], [-1.106268, -3.340650, -5.057347], [-0.560726, -2.060236, -5.003986], [-1.617811, -0.589651, -3.981114], [2.284242, -2.650849, -6.744144], [1.302817, -4.916200, -6.836899], [-0.884749, -5.352828, -5.743937], [-2.058746, -3.525716, -4.579748]], "forces_ev_per_a": [[0.2512, -0.5532, 0.8374], [0.0168, -0.0021, 0.0249], [-0.0268, -0.0046, -0.0050], [0.0178, 0.0064, -0.0140], [0.0042, -0.0146, -0.0162], [-0.0204, -0.0085, 0.0085], [0.0018, -0.0067, 0.0279], [-0.0094, -0.0033, 0.0021], [0.0017, 0.0208, 0.0260], [0.0254, 0.0160, -0.0174], [0.0044, 0.0026, 0.0013], [-0.0039, 0.0145, -0.0257], [-0.0056, 0.0083, 0.0036], [0.0165, -0.0037, -0.0023], [0.0024, -0.0001, -0.0079], [-0.0023, 0.0003, 0.0111], [0.0003, 0.0060, 0.0025], [-0.0082, -0.0026, -0.0015], [0.0000, 0.0006, -0.0027], [-0.0216, -0.0028, 0.0301], [0.0038, 0.0032, 0.0070], [0.0011, -0.0055, 0.0027], [0.0000, -0.0014, 0.0018], [-0.0071, -0.0064, 0.0047], [0.0079, 0.0095, 0.0106], [-0.0017, -0.0039, 0.0004], [0.0023, 0.0002, 0.0002], [-0.0028, -0.0017, 0.0061], [-0.0127, -0.0053, 0.0056], [0.0175, -0.0005, 0.0101], [0.0051, -0.0001, 0.0105], [-0.0148, -0.0023, -0.0178], [-0.0611, -0.0299, 0.0627], [0.2502, 0.1318, -0.3045], [-0.0528, 0.0001, 0.0220], [0.0098, -0.0297, -0.0437], [-0.1907, 0.0252, -0.1779], [0.0383, 0.0623, 0.0667], [0.0119, 0.0170, -0.0276], [0.0065, -0.0041, -0.0037], [0.0106, 0.0049, -0.0073], [-0.0023, -0.0054, 0.0030], [0.0077, -0.0035, 0.0084], [0.0010, -0.0008, -0.0051], [0.0572, 0.0027, -0.0317], [0.0017, -0.0042, 0.0053], [0.0108, -0.0225, -0.0198], [-0.0004, -0.0015, -0.0351], [-0.0361, -0.0085, -0.0843], [0.0225, -0.0569, -0.0433], [-0.0049, 0.0029, -0.0028], [0.0096, -0.0076, 0.0024], [0.0032, -0.0196, 0.0154], [-0.0110, 0.0065, -0.0062], [0.0183, -0.0010, -0.0588], [-0.1271, 0.3095, -0.1049], [-0.0761, 0.0642, -0.0489], [0.0037, 0.0162, -0.1237], [-0.0404, 0.0505, -0.0712], [-0.0151, 0.0214, 0.2627], [-0.0018, -0.0151, -0.1145], [-0.1488, 0.0773, -0.1593], [0.0067, -0.0562, 0.0093], [0.0084, 0.0095, 0.0095], [-0.0025, -0.0042, -0.0152], [-0.0089, -0.0120, 0.0035], [-0.0123, -0.0100, 0.0079], [0.0842, 0.0224, -0.0111], [-0.0061, -0.0514, 0.0109], [0.0051, 0.0108, -0.0006], [-0.0010, 0.0012, 0.0025], [0.0029, -0.0024, 0.0034], [0.0103, -0.0026, -0.0013], [-0.0174, 0.0101, -0.0178], [-0.0074, 0.0132, 0.0467], [-0.0013, -0.0011, 0.0088], [0.0001, -0.0001, -0.0011], [-0.0007, 0.0018, 0.0002], [-0.0063, 0.0130, 0.0006], [-0.0208, 0.0419, 0.0072], [-0.0153, 0.0100, -0.0064], [-0.0009, -0.0008, 0.0023], [-0.0016, -0.0012, 0.0000], [-0.0001, 0.0001, 0.0002], [0.0058, -0.0063, -0.0118], [0.0144, 0.0321, 0.0105], [0.0156, -0.0522, 0.0183], [0.0063, -0.0046, 0.0018], [0.0056, 0.0054, -0.0038], [-0.0113, 0.0106, 0.0054], [0.0142, -0.0146, -0.0325], [0.0155, -0.0041, 0.0672], [-0.0224, -0.0004, -0.0159], [0.0010, 0.0015, -0.0009], [0.0000, -0.0007, -0.0007], [0.0001, 0.0004, 0.0009], [0.0028, -0.0008, 0.0030]]}



{"formula": "C20H50AlNO2P2Si4Te", "method": "ωB97M-V/def2-TZVPD", "homo_ev": -11.249, "homo_lumo_gap_ha": 0.1378, "energy_ha": -3348.0736, "e_lumo_ev": -7.50, "charge": 2, "fmax_ha_per_bohr": 0.0725, "symbols": ["Al", "P", "C", "C", "N", "C", "C", "C", "C", "C", "P", "H", "H", "H", "H", "H", "H", "H", "H", "O", "H", "H", "O", "H", "C", "H", "H", "H", "C", "H", "H", "H", "C", "H", "H", "H", "C", "H", "H", "H", "C", "Si", "C", "C", "Si", "Te", "Si", "C", "C", "C", "Si", "C", "C", "C", "H", "H", "H", "H", "H", "H", "H", "H", "H", "H", "H", "H", "H", "H", "H", "H", "H", "H", "H", "H", "H", "H", "H", "H", "H", "H", "H"], "coordinates": [[1.996017, -2.250066, -2.424427], [3.619547, -2.326205, -0.768532], [3.863484, -4.141081, -0.727494], [2.780072, -4.918613, -1.445169], [1.866519, -4.251735, -2.193220], [0.967059, -4.941683, -2.937465], [0.915625, -6.322536, -2.882813], [1.816566, -7.024667, -2.085799], [2.767735, -6.303981, -1.368285], [0.015485, -4.219814, -3.859452], [0.159647, -2.396986, -3.808968], [3.502222, -6.789535, -0.724571], [0.150921, -6.817982, -3.480709], [1.783421, -8.111946, -2.030457], [0.193753, -4.524603, -4.904167], [-1.029329, -4.473866, -3.609444], [4.801925, -4.340646, -1.158658], [3.905249, -4.426911, 0.335218], [5.792796, 0.112115, -3.965080], [6.438572, -0.129305, -3.327749], [6.976749, -0.791994, -3.789484], [0.429892, 2.093039, -0.501004], [1.368753, -0.513947, -1.717619], [1.751759, 0.202753, -2.256598], [0.127397, -1.768084, -5.496049], [-0.696583, -2.219082, -6.063034], [-0.006395, -0.680748, -5.437373], [1.084347, -1.978222, -5.989317], [-1.378583, -1.873578, -3.006852], [-1.150590, -1.110280, -2.250887], [-2.046548, -1.452093, -3.769771], [-1.854546, -2.736663, -2.524377], [2.863140, -2.015369, 0.861133], [3.636582, -1.648265, 1.547361], [2.077177, -1.255117, 0.771335], [2.427860, -2.940533, 1.260636], [5.221664, -1.502381, -0.761135], [5.165439, -0.726970, 0.018127], [5.997566, -2.235214, -0.494433], [5.462198, -1.035398, -1.735223], [1.239011, 2.825068, 3.562602], [-0.137230, 3.846694, 2.778989], [-1.156103, 4.727030, 4.098172], [0.569136, 5.090948, 1.556017], [-1.573931, 2.360651, 1.681637], [-0.231178, 0.783863, 0.297259], [-2.722826, 1.020793, 3.240583], [-4.018710, 2.060197, 4.125874], [-3.547238, -0.401524, 2.324978], [-1.452931, 0.347286, 4.455854], [-3.102969, 3.416148, 0.264232], [-3.901115, 4.746249, 1.327157], [-2.234680, 4.187729, -1.211197], [-4.335359, 2.112919, -0.306179], [1.939242, 3.523034, 4.046395], [1.791651, 2.249318, 2.807939], [0.867587, 2.125757, 4.323075], [-0.484660, 5.442646, 4.598722], [-2.001233, 5.288638, 3.676387], [-1.544270, 4.035257, 4.859003], [1.151095, 4.595888, 0.767843], [-0.214035, 5.697102, 1.080832], [1.242081, 5.765114, 2.107770], [-4.746248, 2.506172, 3.434886], [-4.568621, 1.392486, 4.806735], [-3.577498, 2.865124, 4.727949], [-2.853115, -0.902514, 1.638338], [-3.878901, -1.138520, 3.071059], [-4.424171, -0.078503, 1.750294], [-0.565235, -0.051310, 3.946544], [-1.124119, 1.106675, 5.177522], [-1.920879, -0.476327, 5.015258], [-3.167475, 5.466732, 1.714609], [-4.599906, 5.288106, 0.671948], [-4.466723, 4.338784, 2.175132], [-1.523691, 3.495419, -1.680203], [-3.007072, 4.445042, -1.953196], [-1.696788, 5.106221, -0.936188], [-3.835596, 1.222931, -0.712055], [-5.011068, 1.791608, 0.496912], [-4.938794, 2.563263, -1.107680]], "forces_ev_per_a": [[-1.2293, 2.8651, 2.0413], [0.4481, -0.5551, 0.7596], [-1.1121, 0.4363, 0.8619], [0.1126, -0.2723, 0.1203], [0.1355, 0.4637, -0.4655], [-0.0284, -0.4534, 0.1173], [-0.1224, -0.0986, -0.0613], [-0.0160, 0.2026, 0.0243], [-0.0332, 0.0847, 0.1449], [-0.2721, 0.1098, -0.4689], [-0.8673, -0.5867, -0.5941], [-0.2251, 0.0321, -0.2744], [0.2904, -0.0547, 0.1984], [0.0087, 0.2595, -0.0254], [-0.0421, -0.1723, 0.3679], [0.4503, -0.0944, -0.1860], [1.2947, -0.5426, -0.6326], [0.0825, -0.1560, -0.3948], [-0.8318, 0.6407, -0.9738], [0.8110, -0.9233, 0.5729], [0.0535, 0.3310, 0.2059], [0.0242, -0.3681, -0.0033], [1.5932, -2.5602, -1.9377], [-0.2831, -0.0694, 0.3609], [0.3329, 0.1078, -0.2010], [0.1566, 0.1473, 0.1669], [-0.0142, -0.2110, -0.1031], [-0.2793, 0.0478, -0.0138], [0.0678, 0.3653, 0.3831], [-0.1686, -0.0282, -0.1177], [0.1309, -0.1319, 0.2125], [0.1006, 0.2944, -0.1064], [-0.4793, 0.2302, -0.0740], [-0.1363, -0.1450, -0.1751], [0.1315, -0.0109, 0.1001], [0.0760, 0.2547, -0.1254], [0.2308, 0.2527, -0.2260], [0.1438, -0.2016, -0.3332], [-0.1824, 0.2900, -0.0309], [0.0039, -0.2316, 0.5335], [0.1767, 0.2704, 0.0897], [-0.3036, -0.3208, -0.0747], [0.2521, 0.1346, 0.0728], [0.1199, 0.0492, 0.1750], [-0.4686, 0.3535, 0.3903], [0.0050, 0.1202, -0.0173], [0.2462, 0.4272, -0.2934], [-0.0791, -0.2081, 0.1393], [-0.0967, -0.1920, 0.1885], [-0.1687, -0.2474, 0.1472], [0.4044, -0.2682, 0.5709], [-0.2753, 0.1208, -0.3418], [-0.1823, 0.0998, -0.1532], [-0.1790, 0.2176, -0.2324], [-0.0425, -0.2655, -0.0389], [-0.1194, 0.1409, 0.1302], [0.0454, 0.2043, -0.1856], [-0.2827, -0.1039, -0.0034], [0.2394, -0.1546, 0.1095], [0.1342, 0.1628, -0.1992], [-0.1000, 0.1029, 0.1346], [0.1720, -0.1389, 0.1391], [-0.1216, -0.0679, -0.2454], [0.1744, -0.1551, 0.1423], [0.0380, 0.2306, -0.0886], [-0.0807, -0.1875, -0.1640], [-0.0947, 0.0623, 0.1008], [-0.0069, 0.0602, -0.2249], [0.2144, -0.0491, 0.1279], [-0.1774, 0.0884, 0.0753], [-0.0899, -0.1516, -0.1739], [0.1954, 0.1557, 0.0132], [-0.1636, -0.1864, -0.1697], [0.0457, 0.0613, 0.3175], [0.1422, 0.0909, -0.2320], [-0.1544, 0.1139, 0.0731], [0.2993, 0.0360, 0.0739], [-0.1435, -0.2479, -0.0729], [-0.0455, 0.2062, 0.0857], [0.1496, 0.1244, -0.1660], [-0.0350, -0.2377, 0.1332]]}



What is the formula in the second record?
C20H50AlNO2P2Si4Te



Number 1 is which compound?
C39H48BrIN5NaO2